Below is a molecular structure, C2H15B3Be2Cl5 in a non-equilibrium geometry, with properties calculated with ωB97M-V/def2-TZVPD.

Positions of all 27 atoms, in Å:
Be1 -16.12470 -22.28466 16.77708
Be2 -18.11367 -21.36796 13.43242
B1 -16.02459 -20.46582 14.86182
H1 -15.77534 -21.50336 14.70178
H2 -16.97148 -20.38539 15.37288
H3 -15.22012 -20.05953 15.45512
H4 -16.07001 -20.01589 13.88215
B2 -18.05075 -23.12661 15.26211
H5 -17.17608 -22.93435 14.66025
H6 -18.25587 -22.17761 15.73283
H7 -18.89151 -23.42445 14.65494
H8 -17.78626 -23.88197 15.98579
B3 -15.27459 -23.52332 18.72856
H9 -15.90584 -22.67813 18.95533
H10 -14.33176 -23.14500 18.36498
H11 -15.17308 -24.15507 19.59737
H12 -15.79236 -24.14091 18.01110
C1 -21.21786 -24.69599 17.18863
Cl1 -20.79059 -23.16377 17.96596
Cl2 -21.57156 -24.37857 15.53406
Cl3 -22.56484 -25.53881 17.97723
H13 -20.36646 -25.34748 17.38554
C2 -19.42210 -19.39898 17.43621
Cl4 -19.56699 -19.72568 15.68717
Cl5 -18.17809 -20.46663 18.13663
H14 -18.95051 -18.41788 17.38017
H15 -20.38196 -19.56884 17.92397

frontier orbital gap (spin up / spin down) = 4.7 / 2.6 eV
total charge = +2
2S+1 = 2
E = -67725.410 eV

Results of the natural (NBO) charge analysis, in e, for atoms 1 through 8: 1.592, 1.644, -1.057, -0.001, 0.010, 0.159, 0.123, -1.135

Below is a molecular structure, C2H15CdO6 in a non-equilibrium geometry, with properties calculated with ωB97M-V/def2-TZVPD.

Positions of all 24 atoms, in Å:
Cd1 -0.53877 0.42814 0.43115
C1 2.13529 -1.46826 -1.96700
C2 2.16919 -0.02815 -1.42336
O1 0.85977 0.45636 -1.13794
H1 1.41384 -1.57521 -2.77705
H2 1.89245 -2.13264 -1.13771
H3 3.07254 -1.79175 -2.41979
H4 2.66315 0.51337 -2.23012
H5 2.79300 0.00772 -0.53024
O2 -2.01171 1.32461 -0.88090
H6 -2.84982 0.92769 -1.11808
H7 -2.11993 2.25360 -1.08461
O3 0.11338 2.17709 1.44535
H8 0.09274 2.58948 2.30891
H9 0.76676 2.67712 0.95616
O4 -1.73756 -1.26511 -0.24600
H10 -1.58457 -2.06820 -0.74387
H11 -2.68692 -1.14521 -0.26974
O5 0.58109 -0.75173 1.79342
H12 0.97024 -0.72902 2.66765
H13 0.82554 -1.60874 1.44411
O6 -1.99186 0.35957 2.03917
H14 -2.78179 0.89655 1.97670
H15 -2.04606 -0.04735 2.90387

frontier orbital gap = 7.1 eV
ΔE to the lowest compared entry with this formula, charge and spin = 0.0 kcal/mol
total charge = +1
E = -19159.591 eV

Results of the natural (NBO) charge analysis, in e, for atoms 1 through 8: 1.762, -0.626, -0.043, -1.085, 0.208, 0.163, 0.213, 0.151

Below is 5 unconnected molecules or ions with the total composition C2H15N2O4 in a non-equilibrium geometry, with properties calculated with ωB97M-V/def2-TZVPD.

Positions of all 23 atoms, in Å:
C1 -2.06753 -0.53805 0.80123
C2 -2.11304 -0.40381 -0.55221
N1 -1.05948 -0.99017 -1.38827
N2 -2.84758 0.12647 1.70458
H1 -1.44710 -1.42321 1.20886
H2 -2.82609 0.21845 -1.05285
H3 -0.71778 -0.35002 -2.13433
H4 -0.22036 -1.18015 -0.82210
H5 -1.27146 -1.87739 -1.81125
H6 -3.45999 0.84936 1.43506
H7 -2.65303 -0.06910 2.66358
H8 3.33918 -0.67816 1.77781
H9 2.58408 0.04562 3.03788
O1 2.61616 -0.09847 2.05540
H10 2.47136 3.57256 -0.00522
H11 2.85715 2.12393 -0.03111
O2 2.10408 2.66109 -0.15180
H12 0.91778 1.49095 -3.45873
H13 1.19911 0.05897 -3.98174
O3 0.90086 0.57252 -3.32670
H14 0.52210 -2.36406 1.43362
H15 1.37123 -1.05074 1.54348
O4 0.59972 -1.59389 0.98419

frontier orbital gap (spin up / spin down) = 8.7 / 4.7 eV
ΔE to the lowest compared entry with this formula, charge and spin = 25.7 kcal/mol
total charge = +2
2S+1 = 2
E = -13468.640 eV

Results of the natural (NBO) charge analysis, in e, for atoms 1 through 8: 0.066, 0.156, -0.747, -0.474, 0.302, 0.255, 0.509, 0.501

Below is 5 unconnected molecules or ions with the total composition C2H15NO4 in a non-equilibrium geometry, with properties calculated with ωB97M-V/def2-TZVPD.

Positions of all 22 atoms, in Å:
C1 -1.94371 -1.63971 2.11736
N1 -0.83727 -1.72840 1.04141
C2 -1.28651 -2.68569 -0.05540
H1 -2.91413 -1.89177 1.78888
H2 -1.82540 -2.20814 3.02065
H3 -1.97946 -0.56044 2.49105
H4 -0.03125 -2.18900 1.47246
H5 -0.72285 -2.55621 -1.10018
H6 -2.31485 -2.45517 -0.26340
H7 -0.95611 -3.79166 0.10135
O1 2.64621 -1.07434 0.77798
H8 1.90468 -0.43502 0.80891
H9 2.89106 -1.16035 -0.13934
O2 2.62018 2.64334 -0.85711
H10 1.87669 2.03737 -0.77089
H11 3.31730 2.49453 -1.51115
O3 -1.78679 2.92595 -2.03474
H12 -2.31076 2.15495 -2.09816
H13 -0.82083 2.59343 -1.73575
O4 0.23049 1.04729 -0.54208
H14 -0.33658 0.11392 -0.55635
H15 -0.21595 1.56696 0.07797

frontier orbital gap = 10.1 eV
ΔE to the lowest compared entry with this formula, charge and spin = 57.6 kcal/mol
total charge = 0
SMILES = CNC.O.O.O.O
E = -11995.654 eV

Results of the natural (NBO) charge analysis, in e, for atoms 1 through 8: -0.431, -0.660, -0.441, 0.195, 0.195, 0.195, 0.373, 0.187

Below is 5 unconnected molecules or ions with the total composition C2H15NO4 in a non-equilibrium geometry, with properties calculated with ωB97M-V/def2-TZVPD.

Positions of all 22 atoms, in Å:
C1 -0.59530 0.51255 1.18388
C2 -1.70260 -0.52800 0.80169
N1 -1.31570 -1.21693 -0.39439
H1 0.42921 0.11742 1.23815
H2 -0.46517 1.31276 0.57543
H3 -0.71973 0.89250 2.22044
H4 -1.97413 -1.22633 1.58787
H5 -2.65503 0.17909 0.65268
H6 -1.98108 -1.91973 -0.77223
H7 -1.20514 -0.43938 -1.24097
O1 -0.49731 -3.93759 1.34747
H8 -0.25824 -3.01949 1.17617
H9 -0.23992 -4.24091 0.51150
O2 3.39717 2.17084 -0.00243
H10 3.39730 1.26828 0.01039
H11 3.39526 2.44558 -1.00692
O3 -0.30381 3.01529 -1.59291
H12 -1.14243 3.17574 -1.05252
H13 0.17532 3.77612 -1.26683
O4 1.73911 -0.97762 -1.20278
H14 0.81938 -1.20086 -1.11804
H15 1.70285 -0.15936 -1.65563

frontier orbital gap = 10.1 eV
ΔE to the lowest compared entry with this formula, charge and spin = 46.6 kcal/mol
total charge = 0
SMILES = CCN.O.O.O.O
E = -11996.133 eV

Results of the natural (NBO) charge analysis, in e, for atoms 1 through 8: -0.632, -0.213, -0.879, 0.217, 0.208, 0.214, 0.207, 0.147

Below is 5 unconnected molecules or ions with the total composition C2H15NO4, with properties calculated with ωB97M-V/def2-TZVPD.

Positions of all 22 atoms, in Å:
C1 -0.54774 -2.11187 2.30395
N1 -1.21162 -2.10935 0.99577
C2 -1.62044 -3.41822 0.50723
H1 -1.04570 -1.37957 2.94313
H2 -0.58039 -3.07638 2.81201
H3 0.50374 -1.82609 2.23068
H4 -0.55741 -1.76359 0.30167
H5 -2.22087 -3.33163 -0.40455
H6 -2.29748 -3.87509 1.22977
H7 -0.81032 -4.10307 0.22445
O1 2.19578 0.35140 0.89995
H8 2.92800 0.76137 1.38441
H9 1.96219 0.95007 0.18002
O2 2.29983 2.16283 -2.66876
H10 2.12347 1.21407 -2.67120
H11 1.64268 2.41979 -2.00122
O3 -0.23498 3.09435 -1.72677
H12 -0.93444 3.31838 -2.35615
H13 -0.59301 3.16560 -0.83410
O4 -1.36064 1.09085 0.19712
H14 -1.31536 1.21436 -0.75489
H15 -1.16453 0.17048 0.41991

frontier orbital gap = 9.5 eV
ΔE to the lowest compared entry with this formula, charge and spin = 30.6 kcal/mol
total charge = 0
SMILES = CNC.O.O.O.O
E = -11996.827 eV

Results of the natural (NBO) charge analysis, in e, for atoms 1 through 8: -0.428, -0.643, -0.413, 0.194, 0.189, 0.203, 0.343, 0.196

Below is 5 unconnected molecules or ions with the total composition C2H15NO4 in a non-equilibrium geometry, with properties calculated with ωB97M-V/def2-TZVPD.

Positions of all 22 atoms, in Å:
C1 0.60386 0.13639 3.45195
C2 0.61926 0.94919 2.16655
N1 0.93530 0.42622 0.83124
H1 0.46085 0.72549 4.38748
H2 -0.16615 -0.58413 3.60884
H3 1.55745 -0.36879 3.63835
H4 -0.38448 1.56838 1.95261
H5 1.33411 1.87554 2.33541
H6 0.38720 -0.54027 0.72957
H7 0.43808 0.95425 0.16194
O1 5.07230 -1.59026 1.74850
H8 4.17383 -1.33870 1.53698
H9 5.19549 -1.64533 2.65278
O2 -2.15860 -0.95415 -4.46106
H10 -2.20189 -0.00817 -4.71807
H11 -1.50529 -1.41605 -4.86585
O3 -1.93104 -0.75206 -1.74764
H12 -1.80735 -0.74510 -2.75547
H13 -2.50536 -1.60422 -1.54272
O4 -2.44028 1.57299 -3.45801
H14 -3.44303 1.33481 -3.01141
H15 -2.23428 2.00394 -2.64196

frontier orbital gap = 9.5 eV
ΔE to the lowest compared entry with this formula, charge and spin = 63.8 kcal/mol
total charge = 0
SMILES = CCN.O.O.O.O
E = -11995.384 eV

Results of the natural (NBO) charge analysis, in e, for atoms 1 through 8: -0.637, -0.215, -0.828, 0.225, 0.209, 0.207, 0.155, 0.178

Below is 5 unconnected molecules or ions with the total composition C2H16NO4 in a non-equilibrium geometry, with properties calculated with ωB97M-V/def2-TZVPD.

Positions of all 23 atoms, in Å:
C1 -2.18298 0.40211 -0.86445
C2 -1.47274 0.20634 0.42841
N1 -0.44264 1.30780 0.60395
H1 -2.92995 -0.41659 -1.09129
H2 -2.66144 1.50283 -0.99584
H3 -1.54070 0.17588 -1.82573
H4 -2.21160 0.36288 1.26919
H5 -0.92088 -0.73281 0.58367
H6 0.28803 0.88779 1.23000
H7 -0.76985 2.25231 0.89581
H8 0.05109 1.50111 -0.33570
H9 2.83037 -1.74137 1.95112
H10 2.55878 -2.98589 1.12003
O1 2.10156 -2.28183 1.41271
H11 1.30829 2.94887 -1.78619
H12 -0.13926 3.20839 -2.12475
O2 0.44031 2.56772 -1.74998
H13 1.49284 -3.02320 -1.74331
H14 1.61863 -1.53895 -2.46086
O3 1.49498 -2.09733 -1.60325
H15 0.88602 -1.33868 1.93690
H16 -0.24261 -0.62701 2.94253
O4 0.44375 -0.54040 2.20705

frontier orbital gap = 11.6 eV
ΔE to the lowest compared entry with this formula, charge and spin = 40.4 kcal/mol
total charge = +1
E = -12006.833 eV

Results of the natural (NBO) charge analysis, in e, for atoms 1 through 8: -0.668, -0.234, -0.743, 0.262, 0.223, 0.236, 0.212, 0.260

Below is 5 unconnected molecules or ions with the total composition C2H17N2O4 in a non-equilibrium geometry, with properties calculated with ωB97M-V/def2-TZVPD.

Positions of all 25 atoms, in Å:
N1 1.63655 -1.38403 -0.19829
C1 1.71620 0.06071 -0.62344
C2 1.34255 1.09340 0.44882
N2 1.11198 2.36045 -0.23527
H1 1.47473 -1.40155 0.83222
H2 0.73319 -1.73427 -0.50701
H3 2.42094 -1.93481 -0.52423
H4 2.71761 0.30705 -0.97801
H5 1.10911 0.17200 -1.50967
H6 0.46880 0.76305 0.99261
H7 2.16204 1.14906 1.14803
H8 1.80418 3.05560 -0.00339
H9 0.20539 2.74102 0.00385
H10 -1.90429 -2.01415 -1.25080
H11 -1.56358 -0.60741 -1.77034
O1 -1.18810 -1.36899 -1.29184
H12 -2.72518 1.53011 -2.32835
H13 -1.35459 1.81388 -1.74082
O2 -2.11615 1.21707 -1.64442
H14 -0.01469 -2.07762 2.70141
H15 -0.71189 -0.95124 2.00104
O3 0.17392 -1.40894 2.02232
H16 -2.94218 -0.91537 1.97518
H17 -2.35350 -0.10313 0.78010
O4 -2.20304 -0.36188 1.70029

frontier orbital gap = 10.5 eV
ΔE to the lowest compared entry with this formula, charge and spin = 0.0 kcal/mol
total charge = +1
E = -13514.698 eV

Results of the natural (NBO) charge analysis, in e, for atoms 1 through 8: -0.714, -0.231, -0.241, -0.849, 0.478, 0.469, 0.435, 0.220